# 1
The following is a quantum chemistry calculation of C20H45NNbO5 as an isolated structure in a non-equilibrium geometry, from the OMol25 dataset.

The total energy is -34732.3196 eV. The HOMO-LUMO gap comes out at 7.0 eV. As for the LUMO energy: 2.144 eV. Its total charge is -1.

Structure (XYZ):
```
72
C20H45NNbO5 wB97M-V/def2-TZVPD
C -2.190 0.778 4.251
C -1.415 1.645 3.050
C -0.306 2.754 3.605
C -1.722 1.449 1.577
C -1.357 2.587 0.444
C -2.261 2.513 -0.921
C -2.017 1.185 -1.849
C -3.244 1.196 -2.986
C -0.619 1.190 -2.713
C -0.279 -0.290 -3.412
Nb 1.980 -0.519 -3.784
C 1.888 -2.795 -3.833
C 2.157 -3.430 -5.356
C 0.892 -4.297 -5.934
N -0.383 -4.635 -5.151
O 0.904 -4.746 -7.218
C 2.274 -0.432 -1.519
C 3.249 0.879 -1.175
C 2.545 1.817 0.004
O 2.317 3.124 -0.231
O 2.239 1.152 1.304
H -2.930 -0.007 3.796
H -1.380 0.294 4.982
H -2.733 1.606 4.915
H 0.541 2.995 2.836
H -0.905 3.695 3.984
H 0.187 2.260 4.570
H -2.211 0.395 1.317
H -1.608 3.639 0.951
H -0.193 2.591 0.268
H -2.061 3.496 -1.546
H -3.409 2.516 -0.602
H -2.100 0.155 -1.256
H -4.160 0.536 -2.673
H -3.537 2.349 -3.087
H -2.798 0.908 -4.053
H 0.323 1.564 -2.123
H -0.803 1.926 -3.632
H -0.592 -1.188 -2.709
H -0.809 -0.378 -4.473
H 3.773 -0.519 -4.019
H 2.056 1.315 -3.853
H 1.738 -0.520 -5.577
H 2.786 -3.225 -3.175
H 0.909 -3.227 -3.331
H 2.412 -2.596 -6.152
H 3.093 -4.161 -5.352
H -1.182 -4.460 -5.808
H -0.391 -5.638 -4.862
H 2.690 -1.431 -1.057
H 1.218 -0.164 -1.046
H 4.318 0.513 -0.867
H 3.370 1.558 -2.127
H 1.259 0.907 1.298
C 1.568 -5.417 0.796
C 2.000 -4.256 -0.077
O 1.957 -3.048 0.667
H 0.553 -5.256 1.174
H 1.591 -6.356 0.236
H 2.222 -5.510 1.668
H 1.331 -4.153 -0.936
H 3.019 -4.403 -0.449
H 2.561 -3.147 1.423
C -2.228 4.060 8.754
C -1.699 3.089 7.719
O -2.470 3.180 6.530
H -3.278 3.846 8.980
H -1.648 3.999 9.678
H -2.186 5.087 8.378
H -1.763 2.061 8.090
H -0.654 3.303 7.477
H -2.399 4.093 6.204
```

***

# 2
The following is a quantum chemistry calculation of a 6-piece molecular cluster, C20H45NO8P3S2 overall in a non-equilibrium geometry, from the OMol25 dataset.

The total energy is -88878.8455 eV. The HOMO-LUMO gap comes out at 6.8 eV. As for the LUMO energy: 2.506 eV. Its total charge is -1.

Structure (XYZ):
```
79
C20H45NO8P3S2 wB97M-V/def2-TZVPD
C -0.990 0.925 -2.940
C -0.118 1.867 -2.101
S 1.655 1.844 -2.494
C 2.445 0.682 -1.363
P 2.158 -1.191 -1.698
C 3.910 -1.405 -2.455
N 0.348 -1.065 -1.063
C -0.005 -0.568 -0.022
S -0.536 0.185 1.275
P 3.076 -1.768 0.400
P 1.928 -3.414 1.187
O 0.825 -3.114 2.116
O 3.005 -4.351 1.910
O 1.466 -4.337 -0.030
H -0.387 0.402 -3.664
H -1.448 0.196 -2.294
H -1.769 1.454 -3.467
H -0.238 1.722 -1.038
H -0.421 2.879 -2.323
H 2.307 0.984 -0.331
H 3.488 0.851 -1.572
H 1.911 -2.608 -1.853
H 1.646 -0.920 -3.009
H 4.030 -2.407 -2.845
H 4.709 -1.148 -1.776
H 3.967 -0.726 -3.301
H 2.870 -0.747 1.350
H 2.534 -4.938 2.506
H 0.948 -3.816 -0.660
C 0.038 3.685 1.997
C -0.858 4.506 1.105
O -1.483 4.026 0.191
C -0.942 5.988 1.411
H 0.023 2.638 1.693
H 1.062 4.060 1.935
H -0.311 3.756 3.030
H 0.047 6.442 1.330
H -1.320 6.137 2.424
H -1.615 6.468 0.704
C 4.346 4.555 -0.599
C 5.373 3.495 -0.275
O 5.059 2.339 -0.159
C 6.806 3.952 -0.107
H 3.367 4.089 -0.699
H 4.313 5.302 0.198
H 4.601 5.048 -1.539
H 6.875 4.673 0.709
H 7.159 4.420 -1.027
H 7.434 3.094 0.121
C -5.977 0.594 -2.694
C -4.732 -0.254 -2.844
O -3.862 0.032 -3.625
C -4.624 -1.473 -1.958
H -5.926 1.435 -3.381
H -6.864 -0.001 -2.921
H -6.052 0.970 -1.673
H -5.455 -2.153 -2.154
H -4.646 -1.176 -0.909
H -3.687 -1.985 -2.162
C -2.830 -6.676 -0.683
C -1.519 -6.370 -1.371
O -1.486 -5.773 -2.420
C -0.266 -6.843 -0.680
H -3.652 -6.284 -1.278
H -2.951 -7.755 -0.572
H -2.849 -6.212 0.304
H -0.287 -7.931 -0.578
H -0.190 -6.385 0.305
H 0.604 -6.558 -1.264
C -3.210 0.282 4.089
C -2.452 1.244 4.970
O -2.155 2.355 4.600
C -2.078 0.748 6.347
H -3.409 0.750 3.129
H -2.615 -0.618 3.924
H -4.158 0.014 4.560
H -1.441 -0.134 6.264
H -2.977 0.488 6.908
H -1.538 1.529 6.879
```

***

# 3
The following is a quantum chemistry calculation of a 6-piece molecular cluster, C20H46ClN2O5PS5 overall in a non-equilibrium geometry, from the OMol25 dataset.

The total energy is -110686.0128 eV. The HOMO-LUMO gap comes out at 8.8 eV. As for the LUMO energy: 0.533 eV.

Structure (XYZ):
```
80
C20H46ClN2O5PS5 wB97M-V/def2-TZVPD
C 0.935 -3.129 0.075
C 0.665 -1.707 -0.480
C -0.834 -1.346 -0.370
C -1.152 0.151 -0.659
C -0.638 0.486 -2.020
N -0.207 0.995 -2.930
C -2.721 0.285 -0.760
Cl -3.410 -0.512 -2.218
C -3.426 -0.238 0.441
N -3.955 -0.487 1.404
P -0.630 1.377 0.684
C -0.852 0.520 2.333
C 1.192 1.730 0.642
C 1.703 2.367 -0.673
H 0.626 -3.212 1.123
H 2.035 -3.246 0.083
H 0.516 -3.918 -0.561
H 1.293 -1.024 0.114
H 1.032 -1.631 -1.517
H -1.329 -1.934 -1.167
H -1.245 -1.719 0.577
H -2.940 1.359 -0.843
H 0.122 0.348 2.817
H -1.364 -0.448 2.249
H -1.446 1.155 3.002
H 1.356 2.471 1.445
H 1.823 0.870 0.927
H 0.955 3.070 -1.064
H 1.810 1.580 -1.436
H 2.692 2.832 -0.558
C -3.345 -5.495 1.820
S -2.265 -4.485 2.843
O -1.558 -3.539 1.933
C -1.104 -5.801 3.245
H -4.129 -4.855 1.425
H -2.780 -5.930 0.996
H -3.790 -6.283 2.427
H -0.682 -6.214 2.329
H -1.620 -6.578 3.809
H -0.308 -5.378 3.856
C 2.501 7.305 -2.835
S 2.748 5.550 -2.519
O 4.218 5.314 -2.461
C 2.178 4.987 -4.130
H 2.834 7.859 -1.960
H 3.085 7.610 -3.704
H 1.441 7.496 -3.006
H 2.782 5.442 -4.916
H 1.128 5.254 -4.256
H 2.283 3.904 -4.169
C 6.610 4.775 -4.397
S 7.818 4.297 -5.640
O 7.075 4.045 -6.905
C 8.200 2.692 -4.917
H 6.202 5.745 -4.671
H 5.806 4.042 -4.358
H 7.096 4.851 -3.424
H 7.291 2.094 -4.847
H 8.636 2.835 -3.928
H 8.919 2.190 -5.562
C -6.281 -5.626 -0.479
S -6.109 -7.385 -0.130
O -4.654 -7.682 -0.032
C -6.664 -7.938 -1.750
H -5.951 -5.070 0.394
H -5.665 -5.358 -1.338
H -7.328 -5.398 -0.678
H -6.021 -7.517 -2.524
H -7.697 -7.625 -1.905
H -6.606 -9.024 -1.778
C -1.929 2.399 6.304
S -0.355 3.140 5.840
O 0.470 2.072 5.214
C 0.246 3.366 7.522
H -2.464 2.137 5.392
H -1.753 1.500 6.895
H -2.515 3.120 6.874
H 0.279 2.404 8.034
H -0.412 4.055 8.053
H 1.248 3.788 7.471
```

***

# 4
The following is a quantum chemistry calculation of C20H46LaOP4S as an isolated structure in a non-equilibrium geometry, from the OMol25 dataset.

The total energy is -72361.9322 eV. The HOMO-LUMO gap comes out at 6.0 eV. As for the LUMO energy: -9.223 eV. The calculation puts the relative energy (zero: lowest compared OMol25 entry of this formula, charge and spin) at 0.0 kcal/mol. Its total charge is +3.

Structure (XYZ):
```
73
C20H46LaOP4S wB97M-V/def2-TZVPD
La -0.391 0.444 0.295
P -0.166 -0.557 -2.370
P 2.579 -0.053 -0.072
P -3.215 0.544 -0.466
H 2.190 2.856 1.077
C 1.178 3.008 1.465
C 0.752 2.479 2.634
H 1.423 1.918 3.297
C 0.132 0.945 -3.380
C 1.063 -1.712 -3.067
C -1.677 -1.231 -3.150
C 3.499 0.496 1.414
C 3.337 -1.713 -0.251
C 3.470 0.865 -1.388
C -3.790 1.290 1.115
C -4.646 -0.571 -0.742
C -3.562 1.857 -1.701
H 0.578 3.646 0.804
H -0.287 2.548 3.003
H 0.134 0.652 -4.439
H 1.095 1.401 -3.111
H -0.660 1.685 -3.197
H 0.800 -1.900 -4.118
H 1.021 -2.656 -2.509
H 2.081 -1.309 -2.999
H -1.422 -1.518 -4.181
H -2.489 -0.493 -3.148
H -2.006 -2.117 -2.591
H 4.513 0.779 1.106
H 3.540 -0.335 2.132
H 3.003 1.343 1.901
H 4.431 -1.613 -0.329
H 2.953 -2.210 -1.150
H 3.087 -2.315 0.634
H 4.552 0.782 -1.216
H 3.174 1.922 -1.356
H 3.222 0.462 -2.379
H -4.623 1.961 0.874
H -3.019 1.856 1.663
H -4.149 0.480 1.770
H -5.575 0.012 -0.850
H -4.743 -1.250 0.117
H -4.489 -1.180 -1.643
H -4.565 2.243 -1.485
H -3.535 1.425 -2.712
H -2.843 2.688 -1.642
C -2.319 6.194 0.647
C -2.669 7.078 -0.396
C -2.898 8.431 -0.148
C -2.811 8.926 1.161
C -2.446 8.070 2.210
C -2.208 6.708 1.959
S -2.301 4.454 0.328
H -0.983 4.071 0.443
H -2.769 6.670 -1.398
H -3.167 9.086 -0.981
H -3.038 9.974 1.368
H -2.362 8.484 3.221
H -1.947 6.025 2.766
C -1.667 -3.473 2.516
P -0.725 -3.230 1.045
C 0.886 -3.995 1.049
C -1.565 -3.934 -0.380
O -0.566 -1.696 0.851
H -1.947 -4.527 2.618
H -2.582 -2.872 2.464
H -1.081 -3.174 3.391
H 0.785 -5.087 0.977
H 1.468 -3.646 0.183
H 1.423 -3.751 1.974
H -2.563 -3.485 -0.506
H -0.972 -3.779 -1.298
H -1.685 -5.019 -0.221
```

***

# 5
The following is a quantum chemistry calculation of C20H46LaOP4S as an isolated structure in a non-equilibrium geometry, from the OMol25 dataset.

The total energy is -72359.8116 eV. The HOMO-LUMO gap comes out at 4.2 eV. As for the LUMO energy: -9.490 eV. The calculation puts the relative energy (zero: lowest compared OMol25 entry of this formula, charge and spin) at 48.9 kcal/mol. Its total charge is +3.

Structure (XYZ):
```
73
C20H46LaOP4S wB97M-V/def2-TZVPD
La -0.995 0.481 0.817
P -1.410 -2.329 0.580
P -0.377 -0.228 3.400
P -0.297 0.250 -1.798
H 2.017 0.126 1.790
C 1.732 0.743 0.910
C 1.115 1.922 1.005
H 0.723 2.337 1.963
C -0.035 -3.500 0.501
C -2.474 -2.919 1.933
C -2.427 -2.687 -0.883
C 0.504 1.155 4.160
C -1.877 -0.391 4.370
C 0.650 -1.690 3.681
C 0.615 1.738 -2.257
C -1.804 0.292 -2.777
C 0.710 -1.150 -2.328
H 2.049 0.290 -0.055
H 0.753 2.502 0.124
H -0.500 -4.502 0.409
H 0.581 -3.424 1.421
H 0.603 -3.271 -0.378
H -2.741 -3.956 1.656
H -3.394 -2.297 2.008
H -1.955 -2.895 2.911
H -2.702 -3.754 -0.779
H -1.868 -2.520 -1.824
H -3.344 -2.058 -0.899
H 0.582 0.861 5.220
H -0.079 2.095 4.040
H 1.498 1.300 3.695
H -1.550 -0.872 5.312
H -2.643 -1.023 3.864
H -2.320 0.615 4.553
H 0.877 -1.627 4.759
H 1.572 -1.621 3.066
H 0.110 -2.618 3.417
H 0.733 1.649 -3.350
H 1.598 1.781 -1.746
H 0.038 2.649 -1.981
H -1.430 0.252 -3.817
H -2.365 1.235 -2.581
H -2.474 -0.569 -2.558
H 0.939 -0.919 -3.382
H 0.168 -2.106 -2.214
H 1.638 -1.189 -1.723
C 5.297 0.564 -3.879
C 6.269 -0.424 -4.139
C 7.621 -0.159 -3.923
C 8.025 1.100 -3.446
C 7.069 2.089 -3.187
C 5.714 1.831 -3.402
S 3.603 0.293 -4.112
H 3.664 -1.001 -4.556
H 5.931 -1.395 -4.510
H 8.364 -0.930 -4.125
H 9.081 1.304 -3.278
H 7.369 3.069 -2.817
H 4.953 2.584 -3.209
C -4.737 3.201 0.338
P -4.200 1.658 0.997
C -4.541 1.440 2.728
C -4.702 0.235 0.030
O -2.674 1.843 0.874
H -5.823 3.238 0.395
H -4.389 3.298 -0.703
H -4.280 4.010 0.932
H -5.624 1.480 2.865
H -4.159 0.485 3.130
H -4.072 2.250 3.309
H -4.350 0.297 -1.013
H -4.353 -0.728 0.447
H -5.795 0.211 0.020
```

***

# 6
The following is a quantum chemistry calculation of a 3-piece molecular cluster, C20H46N2O8Si overall in a non-equilibrium geometry, from the OMol25 dataset.

As for the structure (SMILES): C[Si](C)(C)[C@H](CCC(=O)O)OC=O.COCCNCCOC.COCCNCCOC. The total energy is -48719.2085 eV. The HOMO-LUMO gap comes out at 8.9 eV. As for the LUMO energy: 0.288 eV. The calculation puts the relative energy (zero: lowest compared OMol25 entry of this formula, charge and spin) at 54.7 kcal/mol.

Structure (XYZ):
```
77
C20H46N2O8Si wB97M-V/def2-TZVPD
C 2.212 -0.998 1.660
Si 0.984 -1.435 0.263
C 0.728 -3.327 0.130
C 1.649 -0.618 -1.365
C -0.789 -0.663 0.520
C -1.578 -0.890 -0.862
C -3.171 -1.025 -0.736
C -3.684 -1.950 0.459
O -4.710 -1.564 1.085
O -3.046 -3.184 0.851
O -0.619 0.796 0.706
C -1.830 1.373 1.176
O -2.104 1.265 2.402
H 3.053 -1.792 1.620
H 2.709 0.020 1.433
H 1.757 -1.036 2.710
H -0.393 -3.561 0.000
H 1.284 -3.817 -0.746
H 1.053 -3.804 1.131
H 1.926 -1.416 -2.147
H 2.555 0.030 -1.070
H 0.863 0.112 -1.797
H -1.287 -1.108 1.446
H -1.378 0.038 -1.522
H -1.076 -1.763 -1.431
H -3.646 0.002 -0.610
H -3.534 -1.532 -1.712
H -2.878 -3.646 -0.011
H -2.577 1.940 0.499
C 6.452 -6.846 0.186
O 7.409 -5.896 -0.254
C 7.542 -5.824 -1.679
C 6.904 -4.547 -2.230
N 5.445 -4.590 -2.140
C 4.786 -3.295 -2.333
C 5.171 -2.132 -1.402
O 4.739 -2.282 -0.054
C 5.546 -3.140 0.737
H 6.611 -7.008 1.255
H 5.434 -6.471 0.054
H 6.564 -7.803 -0.331
H 7.149 -6.721 -2.173
H 8.615 -5.782 -1.880
H 7.197 -4.422 -3.277
H 7.318 -3.710 -1.660
H 5.177 -4.947 -1.232
H 3.713 -3.476 -2.210
H 4.934 -2.981 -3.372
H 4.653 -1.242 -1.775
H 6.238 -1.889 -1.442
H 6.606 -3.065 0.485
H 5.197 -4.170 0.643
H 5.422 -2.856 1.785
C -5.454 8.525 1.195
O -4.797 7.793 0.174
C -3.600 7.136 0.609
C -3.811 5.625 0.730
N -4.677 5.289 1.859
C -5.190 3.915 1.843
C -5.995 3.451 0.617
O -7.277 4.054 0.483
C -7.265 5.363 -0.063
H -6.183 9.183 0.717
H -5.998 7.860 1.870
H -4.753 9.141 1.766
H -3.212 7.568 1.539
H -2.857 7.314 -0.171
H -2.840 5.137 0.863
H -4.235 5.283 -0.219
H -5.468 5.920 1.872
H -5.838 3.820 2.721
H -4.350 3.229 1.997
H -6.191 2.382 0.753
H -5.430 3.529 -0.319
H -6.495 5.487 -0.829
H -7.141 6.097 0.734
H -8.238 5.551 -0.522
```